# 1
Molecular formula: C25H19BrClCrNO9P
Method: DFT, ωB97M-V with the def2-TZVPD basis set

## Properties
HOMO energy (alpha / beta) = -0.33100 / -0.33387 hartree
<S²> = 3.780
gap between HOMO and LUMO (alpha / beta) = 8.38 / 8.22 eV

Geometry as ORCA input:
```
! wB97M-V def2-TZVPD RIJCOSX def2/J DEFGRID3
* xyz 0 4
Br 2.55 -0.65 2.56
Cr 0.38 -1.08 1.67
Cl -0.81 -3.14 0.36
P 0.89 0.25 -1.36
O -1.17 -4.18 1.23
O -4.00 -0.49 7.61
O -0.01 -2.24 3.22
O -0.57 0.36 2.48
O 0.64 -2.84 0.49
O -1.41 -1.86 0.81
O -4.51 1.54 7.10
O -1.14 -3.41 -0.98
O 0.68 0.06 0.12
N -3.90 0.51 6.91
C 4.36 -0.08 -3.45
C -1.66 -0.37 -2.14
C 1.11 2.90 -0.73
C 0.07 -1.54 -3.35
C 0.71 2.00 -1.72
C 0.15 3.82 -3.18
C -2.06 1.53 3.84
C -2.88 1.57 4.92
C -0.77 -1.99 4.16
C -1.48 -0.78 4.38
C 4.48 -1.62 -1.61
C -2.62 -1.04 -2.87
C 5.04 -1.06 -2.75
C 2.54 -0.23 -1.89
C 3.11 0.34 -3.02
C -0.30 -0.62 -2.38
C -3.02 0.44 5.75
C -1.33 0.35 3.52
C 3.23 -1.21 -1.18
C -2.33 -0.71 5.50
C 0.23 2.46 -2.94
C -0.90 -2.20 -4.09
C -2.24 -1.94 -3.86
C 0.55 4.72 -2.20
C 1.02 4.26 -0.98
H -2.99 -2.46 -4.43
H -3.44 2.46 5.17
H 1.46 2.54 0.22
H -0.22 4.18 -4.13
H -2.44 -1.56 6.16
H -0.90 -2.78 4.91
H -1.93 2.38 3.19
H -0.60 -2.91 -4.84
H 2.80 -1.64 -0.28
H 0.48 5.79 -2.39
H 2.58 1.11 -3.57
H 1.32 4.97 -0.22
H 1.12 -1.75 -3.53
H 5.02 -2.38 -1.06
H -3.67 -0.85 -2.68
H 6.02 -1.38 -3.08
H 4.80 0.37 -4.33
H -0.08 1.75 -3.70
H -1.95 0.32 -1.36
*
```


# 2
Molecular formula: C24H33N2O6
Method: DFT, ωB97M-V with the def2-TZVPD basis set

## Properties
HOMO energy = -0.46342 hartree
gap between HOMO and LUMO = 8.75 eV

Geometry as ORCA input:
```
! wB97M-V def2-TZVPD RIJCOSX def2/J DEFGRID3
* xyz 1 1
O 5.67 1.92 1.58
O -1.99 1.98 3.31
O -0.67 2.27 5.11
O 4.73 3.95 1.87
O -2.72 1.36 5.33
O 4.87 2.54 3.60
N -2.52 -1.86 -2.32
N -5.01 1.00 0.46
C -5.69 1.57 -0.55
C -5.42 1.54 -1.91
C -1.70 1.91 4.63
C -1.44 -2.62 -2.58
C 2.40 -0.39 -2.34
C -3.98 0.31 -0.05
C -0.18 -2.23 -2.24
C 1.02 -4.36 -1.47
C -2.41 -0.68 -1.71
C 1.37 -0.47 -1.17
C 1.30 0.96 -0.54
C 2.50 -4.69 -1.12
C -3.85 1.26 4.45
C 0.96 -3.20 -2.54
C 2.61 1.28 0.24
C 4.45 3.79 4.14
C -1.17 -0.22 -1.36
C 5.14 2.72 2.28
C 0.78 -3.80 -3.97
C -3.61 0.16 -1.38
C -4.33 0.82 -2.39
C -3.20 1.24 3.09
C 3.94 4.52 2.91
C -0.01 -0.97 -1.60
H -3.45 -2.18 -2.57
H 4.10 5.60 2.97
H 2.98 -5.20 -1.97
H 2.89 4.32 2.71
H -3.35 -0.20 0.69
H 3.67 3.65 4.89
H 0.55 -5.27 -1.84
H -1.13 0.75 -0.87
H 1.66 -4.42 -4.20
H 0.56 -3.96 -0.56
H -4.48 2.13 4.60
H 1.71 -1.13 -0.35
H -0.11 -4.43 -4.06
H -4.10 0.78 -3.45
H 2.36 1.94 1.07
H 1.19 1.64 -1.40
H -1.66 -3.57 -3.06
H 0.79 -3.00 -4.72
H -4.42 0.36 4.65
H 2.00 -0.69 -3.32
H 2.57 -5.38 -0.27
H 1.95 -2.74 -2.54
H 3.33 1.81 -0.40
H 2.90 0.58 -2.36
H 0.47 1.06 0.17
H 5.31 4.29 4.59
H -6.58 2.14 -0.24
H 3.01 0.32 0.59
H -3.81 1.71 2.33
H -2.93 0.23 2.77
H -6.06 2.09 -2.60
H 3.20 -1.12 -2.12
H 3.07 -3.77 -0.92
*
```


# 3
Molecular formula: C26H35N2O3PPdSi
Method: DFT, ωB97M-V with the def2-TZVPD basis set

## Properties
HOMO energy = -0.27761 hartree
gap between HOMO and LUMO = 8.06 eV

Geometry as ORCA input:
```
! wB97M-V def2-TZVPD RIJCOSX def2/J DEFGRID3
* xyz 0 1
Pd 0.85 0.55 0.74
P 0.18 -0.55 -1.14
Si -1.32 0.74 3.46
O -0.08 1.15 2.52
O 4.21 3.45 1.18
O 3.12 1.76 0.26
N 1.91 3.54 1.03
N 0.68 2.94 0.73
C 4.19 4.80 1.64
C 0.39 -3.38 -1.60
C -4.17 0.98 -0.97
C -1.81 1.25 -1.20
C -3.98 -0.38 -0.88
C -2.56 2.15 3.55
C 1.06 -4.83 0.20
C -2.71 -0.97 -0.95
C 0.49 -2.29 -0.73
C 3.07 -0.72 -2.30
C 0.67 -4.65 -1.14
C 0.93 -2.45 0.57
C -0.39 -0.33 -3.89
C 1.95 -0.56 -3.30
C -0.06 -0.32 -5.23
C -3.07 1.81 -1.15
C -1.60 -0.13 -1.11
C 1.19 -3.74 1.04
C 3.07 2.84 0.79
C 1.26 -0.43 -5.62
C 1.20 -1.24 1.42
C -2.26 -0.75 2.78
C -0.78 0.36 5.21
C -2.63 -2.47 -0.83
C 2.25 -0.54 -4.66
C 0.61 -0.45 -2.91
H 0.60 -5.50 -1.80
H -3.63 -2.88 -0.71
H 1.91 4.27 1.72
H 0.64 -1.28 2.36
H 1.27 -5.82 0.56
H -1.59 -1.45 2.28
H 4.01 -0.36 -2.72
H -1.42 -0.25 -3.59
H 3.75 4.87 2.64
H -2.98 2.38 2.57
H -3.19 2.89 -1.23
H -5.16 1.40 -0.91
H -0.85 -0.23 -5.98
H 0.19 2.63 1.60
H 3.66 5.45 0.94
H 1.53 -0.42 -6.67
H 2.88 -0.16 -1.38
H -2.09 3.06 3.94
H -1.59 -0.10 5.79
H 3.20 -1.77 -2.03
H 0.12 3.58 0.19
H -3.00 -0.44 2.04
H -2.78 -1.29 3.57
H 1.53 -3.88 2.06
H -2.02 -2.77 0.02
H -3.38 1.90 4.23
H 2.27 -1.17 1.64
H 5.23 5.11 1.70
H -4.83 -1.03 -0.74
H 0.07 -0.33 5.22
H -0.94 1.90 -1.32
H 3.29 -0.62 -4.96
H -2.19 -2.92 -1.72
H 0.10 -3.22 -2.63
H -0.47 1.27 5.73
*
```


# 4
Molecular formula: C5H8N2
Method: DFT, ωB97M-V with the def2-TZVPD basis set

## Properties
HOMO energy = -0.31247 hartree
gap between HOMO and LUMO = 9.47 eV

Geometry as ORCA input:
```
! wB97M-V def2-TZVPD RIJCOSX def2/J DEFGRID3
* xyz 0 1
N 0.14 0.24 0.92
N 2.65 -0.63 -1.43
C -1.98 -0.94 0.31
C 1.55 0.14 0.73
C 2.13 -0.23 -0.39
C -0.76 -0.19 -0.14
C -0.57 1.25 0.15
H 2.86 0.15 -2.06
H -1.74 -2.00 0.49
H -2.36 -0.52 1.24
H -1.33 1.82 0.68
H 2.16 0.41 1.58
H 0.02 1.83 -0.56
H -0.29 -0.55 -1.06
H -2.77 -0.90 -0.45
*
```


Respective relative energy (zero: lowest compared OMol25 entry of this formula, charge and spin) values: 4.7; 19.7; 0.0; 64.6 kcal per mole.